DFT (ωB97M-V with the def2-TZVPD basis set) results for a single C4H7NOS2 molecule in a non-equilibrium geometry.

largest force on an atom	2.56	eV/A
LUMO level	-0.03606	hartree
energy relative to the best compared isomer or geometry (same formula, charge and spin)	2.9369	eV
SMILES	CCO/N=C\C(=S)S
Kohn-Sham gap	0.29372	Eh

```
15
Properties=species:S:1:pos:R:3:forces:R:3:mulliken_charge:R:1
C -1.559108 0.572173 -1.589276 -0.30 -0.43 -0.03 -1.1365
C -0.682440 1.375166 -0.678371 -0.48 1.24 0.53 -0.0380
O -0.079608 0.571546 0.359110 0.22 -0.15 -0.97 -0.1791
N 0.801706 -0.200556 -0.338249 2.00 -1.42 0.73 -0.4575
C 1.580403 -0.976393 0.348455 -0.45 0.69 -0.47 -0.1514
C 1.602330 -1.240863 1.818531 0.58 -0.89 0.35 0.2488
S 3.018289 -1.754167 2.504407 -0.99 0.50 -0.45 -0.2175
S 0.102571 -1.329915 2.739584 0.71 0.22 -0.26 -0.1487
H -2.045113 1.178666 -2.342826 0.09 0.42 -0.16 0.3818
H -2.376150 0.119961 -1.024439 0.17 -0.30 -0.01 0.2712
H -0.957432 -0.172057 -2.110840 -0.20 -0.14 0.10 0.3321
H 0.111233 1.892896 -1.275816 -0.58 -0.26 0.86 0.2473
H -1.287984 2.056753 -0.051546 0.37 0.15 -0.69 0.2832
H 2.384746 -1.485260 -0.231530 -0.88 0.42 0.45 0.3507
H -0.613443 -0.607950 1.872804 -0.24 -0.05 0.00 0.2137
```
Forces are in eV/Å.

DFT (ωB97M-V with the def2-TZVPD basis set) results for a single C4H7NOS2 molecule in a non-equilibrium geometry.

largest force on an atom	3.44	eV/A
LUMO level	0.02382	hartree
energy relative to the best compared isomer or geometry (same formula, charge and spin)	3.5210	eV
SMILES	CC1=NSCOCS1
Kohn-Sham gap	0.35161	Eh

```
15
Properties=species:S:1:pos:R:3:forces:R:3:mulliken_charge:R:1
C 2.914950 -0.465732 0.456778 -1.96 1.59 1.56 -0.9001
C 1.355877 -0.309873 0.092147 0.87 -0.36 -0.96 0.6635
N 0.683051 -1.399776 0.025636 -0.60 0.76 -0.60 -0.5275
S -0.975208 -1.249933 -0.683814 1.17 -0.84 0.99 -0.0714
C -1.792869 -0.605404 0.762581 -1.09 -2.49 1.12 -0.2654
O -1.693080 0.813133 0.810923 -0.39 1.24 -0.31 -0.3336
C -1.135607 1.596033 -0.246177 1.46 -0.66 0.45 -0.3640
S 0.846025 1.336414 -0.323184 -0.81 -0.02 -0.16 -0.1446
H 3.635368 0.020271 -0.257573 -1.05 -0.37 0.61 0.3165
H 2.988853 0.093743 1.536803 0.28 -1.83 -2.54 0.2468
H 2.981541 -1.567155 0.416855 0.58 0.64 0.63 0.2726
H -2.936247 -1.116484 0.780423 2.72 2.08 -0.27 0.2677
H -1.293454 -1.121405 1.738315 -0.97 1.61 -2.26 0.2344
H -0.939854 2.620958 0.090333 -0.99 -0.30 0.52 0.2884
H -1.660115 1.689608 -1.252008 0.78 -1.04 1.23 0.3170
```
Forces are in eV/Å.

DFT (ωB97M-V with the def2-TZVPD basis set) results for a single C4H7NOS2 molecule in a non-equilibrium geometry.

largest force on an atom	2.86	eV/A
LUMO level	0.01774	hartree
energy relative to the best compared isomer or geometry (same formula, charge and spin)	0.4228	eV
SMILES	NC1CSC(=O)SC1
Kohn-Sham gap	0.36499	Eh

```
15
Properties=species:S:1:pos:R:3:forces:R:3:mulliken_charge:R:1
N -1.806403 -0.147965 -0.748582 -0.97 -1.64 -2.13 -0.6258
C -0.861207 0.229246 0.255622 0.27 0.46 1.05 0.1917
C 0.096024 1.279217 -0.354910 -1.30 0.45 0.19 -0.6649
S 1.779192 1.339599 0.340856 -0.82 0.90 0.28 -0.1197
C 2.310574 -0.251378 -0.158008 0.41 -0.47 -0.39 0.4606
O 3.409659 -0.393221 -0.604949 0.71 -0.18 -0.09 -0.4872
S 1.265213 -1.658060 0.000056 -0.62 0.36 0.15 -0.1001
C -0.081226 -0.899727 0.948399 -0.98 -0.24 -0.56 -0.9179
H -1.386709 -0.498299 -1.673220 -0.60 0.68 2.10 0.2473
H -2.545367 -0.846417 -0.463963 1.36 1.16 -0.20 0.2549
H -1.422874 0.761982 1.080477 0.40 -0.70 -0.69 0.2143
H 0.210601 0.976555 -1.398457 -0.01 0.58 -0.07 0.3740
H -0.450497 2.281650 -0.240523 1.34 -1.26 -0.51 0.3013
H -0.801939 -1.700117 1.160019 0.33 0.06 0.16 0.3757
H 0.284954 -0.473063 1.857188 0.49 -0.15 0.73 0.4959
```
Forces are in eV/Å.

DFT (ωB97M-V with the def2-TZVPD basis set) results for a single C4H7NS molecule in a non-equilibrium geometry.

largest force on an atom	2.96	eV/A
LUMO level	0.03512	hartree
energy relative to the best compared isomer or geometry (same formula, charge and spin)	1.2924	eV
SMILES	C1NC[C@H]2S[C@@H]12
Kohn-Sham gap	0.36381	Eh

```
13
Properties=species:S:1:pos:R:3:forces:R:3:mulliken_charge:R:1
C 1.460208 0.101205 0.386765 2.76 -0.91 -0.62 -0.5835
N 1.203942 0.175807 -1.047730 1.75 -1.38 -0.14 -0.4585
C 0.066585 0.953739 -1.233735 -2.42 0.30 -0.68 -0.7668
C -0.797830 0.704136 -0.019888 -1.03 -0.39 1.00 -0.1389
S -1.056135 -1.039950 0.471569 -0.01 -0.21 -0.33 -0.1805
C 0.144009 0.170635 1.041684 -1.30 1.01 1.05 -0.2239
H 2.050318 -0.852018 0.613386 -0.80 1.28 -0.26 0.2655
H 2.153137 0.939706 0.495493 -0.31 0.17 1.22 0.2951
H 0.819171 -0.726614 -1.205627 0.16 -1.31 -0.88 0.2907
H -0.342028 0.725878 -2.225970 -0.40 -0.18 0.35 0.3133
H 0.170479 1.999691 -1.258808 0.94 1.65 0.07 0.3015
H -1.681884 1.315311 0.210172 0.69 -0.08 -0.03 0.4513
H 0.063543 0.428305 2.111424 -0.02 0.05 -0.76 0.4346
```
Forces are in eV/Å.

DFT (ωB97M-V with the def2-TZVPD basis set) results for a single C4H7NS molecule in a non-equilibrium geometry.

largest force on an atom	5.15	eV/A
LUMO level	0.00167	hartree
energy relative to the best compared isomer or geometry (same formula, charge and spin)	1.5118	eV
SMILES	S=C1CCNC1
Kohn-Sham gap	0.31688	Eh

```
13
Properties=species:S:1:pos:R:3:forces:R:3:mulliken_charge:R:1
S 2.070369 -0.002018 0.006348 1.43 0.34 0.00 -0.2990
C 0.493510 0.068789 -0.028210 -1.40 0.46 -0.28 0.1882
C -0.460900 1.232478 -0.136349 -0.62 1.14 1.52 -0.3420
C -1.818106 0.525261 0.271265 -1.52 4.83 -0.95 -0.5904
N -1.736263 -0.691051 -0.376721 2.15 -2.73 0.17 -0.4455
C -0.355086 -1.148971 0.125889 -1.32 1.04 -3.86 -0.6155
H -0.622963 1.720677 -1.116942 0.55 -0.67 0.26 0.2408
H -0.120434 2.069274 0.565959 -0.56 -1.12 -0.85 0.2661
H -1.979543 0.511258 1.343188 0.24 -0.15 0.56 0.3182
H -2.695468 1.147551 -0.164697 1.24 -0.85 0.77 0.3050
H -2.459186 -1.323554 -0.063535 -0.02 -0.24 -0.06 0.2371
H 0.092398 -1.868592 -0.519206 -0.03 -1.01 -0.32 0.3818
H -0.343365 -1.452309 1.095136 -0.14 -1.03 3.04 0.3552
```
Forces are in eV/Å.

DFT (ωB97M-V with the def2-TZVPD basis set) results for C4H7NS as an isolated structure in a non-equilibrium geometry.

largest force on an atom	4.34	eV/A
LUMO level	0.02884	hartree
energy relative to the best compared isomer or geometry (same formula, charge and spin)	3.0867	eV
Kohn-Sham gap	0.31786	Eh

```
13
Properties=species:S:1:pos:R:3:forces:R:3:mulliken_charge:R:1
C -0.034360 0.595637 -0.153554 3.27 -2.82 0.43 -0.5586
C 1.048162 -0.274908 0.235010 -2.43 2.22 -1.80 0.3403
C 2.490952 -0.092253 -0.083813 -0.33 1.73 2.23 -0.9726
C -2.464780 -0.009133 0.133987 -0.82 -1.80 2.44 -0.6830
N -1.058648 -0.373746 -0.173033 -0.91 1.31 0.39 0.0101
S -0.038546 -1.641839 0.464467 -0.31 0.79 -0.15 -0.1089
H 0.049204 1.611922 -0.596461 -0.65 -0.91 0.41 0.2846
H 3.072469 -0.160403 0.850002 0.13 0.14 -0.39 0.2651
H 2.999437 -0.628371 -0.815594 0.24 -1.78 -1.31 0.3409
H 2.568233 0.927278 -0.482217 0.06 0.09 0.45 0.2776
H -3.078666 -0.969950 0.491292 1.59 1.99 -0.42 0.2410
H -2.625631 0.849157 0.944295 0.52 -1.81 -1.85 0.2498
H -2.927825 0.166608 -0.814381 -0.34 0.85 -0.44 0.3136
```
Forces are in eV/Å.

DFT (ωB97M-V with the def2-TZVPD basis set) results for a single C4H7NS molecule in a non-equilibrium geometry.

largest force on an atom	2.45	eV/A
LUMO level	0.02745	hartree
energy relative to the best compared isomer or geometry (same formula, charge and spin)	2.4540	eV
SMILES	C=N[C@@H]1S[C@H]1C
Kohn-Sham gap	0.34882	Eh

```
13
Properties=species:S:1:pos:R:3:forces:R:3:mulliken_charge:R:1
C 0.538095 -1.843043 1.979401 1.00 0.41 -0.98 -0.2585
N 0.110375 -1.571016 0.804626 0.47 0.01 0.60 -0.4157
C -0.490974 -0.315286 0.430180 -0.25 1.26 1.35 -0.0512
S -1.703309 -0.424326 -0.918975 -0.06 -0.63 0.39 -0.2256
C -0.030658 0.281339 -0.913544 -0.03 -1.46 -0.53 -0.2142
C -0.037363 1.736182 -1.383721 0.80 -0.12 -1.18 -0.8559
H 1.171205 -2.754415 2.089330 -0.95 0.38 -0.08 0.2482
H 0.599001 -1.174128 2.863347 -0.61 0.00 -0.50 0.2277
H -0.815542 0.384601 1.328808 0.82 -1.16 -1.99 0.3840
H 0.694787 -0.351146 -1.536321 -1.03 0.67 1.51 0.3454
H -1.069274 1.923632 -1.845801 1.61 0.48 1.21 0.2809
H 0.664765 1.649876 -2.305169 -0.92 0.91 1.61 0.2714
H 0.368893 2.457730 -0.592160 -0.85 -0.76 -1.41 0.2634
```
Forces are in eV/Å.

DFT (ωB97M-V with the def2-TZVPD basis set) results for a single C4H7NS molecule in a non-equilibrium geometry.

largest force on an atom	5.61	eV/A
LUMO level	0.02538	hartree
energy relative to the best compared isomer or geometry (same formula, charge and spin)	2.7143	eV
SMILES	CC(=S)N1CC1
Kohn-Sham gap	0.32453	Eh

```
13
Properties=species:S:1:pos:R:3:forces:R:3:mulliken_charge:R:1
C -1.203334 1.406738 -0.016675 -0.96 3.75 1.00 -0.9163
C -1.022044 0.038676 -0.273336 -1.09 -4.69 0.31 0.3166
S -2.163844 -1.174664 -0.072185 -0.16 0.91 -0.11 -0.3361
N 0.210739 -0.404155 -0.538503 1.69 -1.06 -0.76 -0.0820
C 0.898628 -1.535246 0.101784 2.04 2.64 -4.51 -0.4825
C 1.480579 -0.061491 0.043561 0.75 -1.70 -1.97 -0.3688
H -0.597998 1.982673 -0.793900 -0.87 -0.16 1.33 0.2840
H -0.787860 1.509420 1.044149 -0.18 0.47 -1.35 0.2469
H -2.311982 1.741994 0.099024 2.09 -0.68 -0.66 0.3051
H 0.419733 -2.043982 0.848589 -1.01 -0.60 2.28 0.3647
H 1.386770 -2.189988 -0.664620 -0.54 0.52 0.87 0.1910
H 1.269425 0.525445 0.863512 0.61 1.27 2.03 0.2899
H 2.421190 0.204578 -0.641404 -2.36 -0.67 1.56 0.1875
```
Forces are in eV/Å.